# 1
DFT (ωB97M-V/def2-TZVPD) results for C25H30GeN5Ru as an isolated structure in a non-equilibrium geometry.

Last column: Mulliken spin population.
Atoms and positions in Å:
Ru -1.15493 0.45339 0.26709  0.006
C -3.23212 1.34252 0.61823  0.003
C -3.34908 -0.01300 0.24757  -0.001
C -2.72879 -0.79756 1.24160  -0.002
C -2.22342 0.10068 2.24127  0.001
C -2.56031 1.40371 1.85555  -0.002
H -3.62268 2.18800 0.07154  0.000
H -3.84828 -0.40538 -0.62550  -0.001
H -2.66788 -1.87348 1.27243  0.004
H -1.73694 -0.19015 3.15764  0.000
H -2.32927 2.29420 2.41926  0.000
C 0.42030 0.16649 -2.29686  -0.005
N -1.01315 0.50363 -2.03004  -0.004
C -1.37877 1.81802 -2.56453  -0.001
C -1.20661 2.84293 -1.49640  0.004
N -0.51722 2.58317 -0.42748  0.000
C -0.59377 3.73763 0.34891  -0.002
C -0.04735 4.00714 1.60001  0.000
C -0.30085 5.24845 2.14885  0.000
C -1.08011 6.20564 1.47598  0.000
C -1.62549 5.94923 0.23240  0.000
C -1.36086 4.69693 -0.31052  0.000
N -1.74325 4.09143 -1.50419  0.000
C 0.85293 -0.92522 -1.31778  -0.100
N 0.65490 -0.35907 0.01508  0.089
C 1.78949 -0.60033 0.75675  -0.035
C 2.04022 -0.38652 2.09670  0.029
C 3.30176 -0.74252 2.60936  -0.017
C 4.27304 -1.29046 1.79794  0.025
C 4.02304 -1.48506 0.42298  -0.013
C 2.79691 -1.12847 -0.07040  0.020
N 2.29181 -1.17783 -1.38834  0.016
H 0.99963 1.06084 -2.07465  0.004
H 0.60218 -0.13453 -3.33537  -0.012
H -1.61030 -0.21004 -2.42599  0.008
H -2.41094 1.81350 -2.92019  0.001
H -0.74327 2.07844 -3.41810  -0.001
H 0.54260 3.25753 2.11216  0.000
H 0.10716 5.49470 3.12025  0.000
H -1.25748 7.16594 1.94232  0.000
H -2.22840 6.68662 -0.28134  0.000
H -2.32684 4.48147 -2.22204  0.000
H 1.26834 0.02474 2.73665  0.004
H 3.50704 -0.58713 3.66150  -0.001
H 5.23368 -1.56902 2.21120  0.002
H 4.78347 -1.90401 -0.22690  -0.001
H 2.60579 -1.91059 -2.00334  0.015
C 0.84404 -3.96696 1.17519  0.039
Ge 0.58260 -3.92635 -0.75155  -0.028
C -0.83952 -5.17761 -1.22684  0.007
C 2.23746 -4.53155 -1.59760  0.012
C 0.01745 -2.18195 -1.40248  0.899
H 1.24393 -4.94329 1.45798  0.002
H -0.09814 -3.80753 1.70174  0.001
H 1.54778 -3.19790 1.49012  -0.004
H -0.54170 -6.20160 -0.99675  0.000
H -1.06605 -5.11679 -2.29260  0.000
H -1.75053 -4.95318 -0.66905  -0.003
H 2.33168 -5.61098 -1.46582  -0.001
H 3.10032 -4.05990 -1.12430  -0.002
H 2.25371 -4.32018 -2.66858  0.000
H -1.05895 -2.01081 -1.37071  0.045

- 2S+1 = 2
- maximum force (eV/A) = 4.47
- Kohn-Sham gap (alpha / beta) (eV) = 5.78 / 5.59
- E_tot (hartree) = -3416.1701
- charge = 0
- relative energy (zero: lowest compared OMol25 entry of this formula, charge and spin) (kcal/mol) = 39.6
- ⟨S²⟩ = 0.76
- LUMO (alpha / beta) (Ha) = 0.0059 / 0.0014
- highest occupied orbital energy (alpha / beta) (eV) = -5.623 / -5.554



# 2
DFT (ωB97M-V/def2-TZVPD) results for C25H30N2O5 as an isolated structure in a non-equilibrium geometry.

Last column: natural (NBO) charge in e.
Atoms and positions in Å:
C -4.10235 3.77087 4.51052  -0.676
C -3.29089 3.54167 3.32818  0.319
C -2.54895 4.27838 2.61935  -0.101
C -1.80822 3.37783 1.56476  -0.012
C -0.84554 3.60662 0.36667  -0.214
C -0.37731 2.37571 -0.21388  -0.218
C -0.82795 1.09795 0.14191  0.353
C -2.05663 0.88584 1.02573  -0.077
C -2.38458 1.97926 1.76361  0.345
O -3.19127 2.15594 2.85931  -0.500
C -2.63877 -0.60545 1.49572  -0.589
H -3.38641 -0.52363 2.09844  0.203
H -2.89568 -0.76546 0.32641  0.234
H -1.78366 -1.14004 1.82600  0.223
O -0.77540 0.02206 -0.73327  -0.467
C 0.31511 0.00375 -1.55308  0.737
O 0.53980 -0.87608 -2.23044  -0.591
C 0.92980 1.31594 -1.90206  -0.118
C 0.33488 2.49078 -1.22170  0.098
C 1.15289 3.72777 -1.44664  -0.638
H 1.68831 3.71771 -2.53874  0.224
H 0.39992 4.37554 -1.56511  0.212
H 1.68387 4.02381 -0.61771  0.227
C 2.00161 1.13906 -2.82728  -0.430
H 1.58421 1.96806 -3.80543  0.161
H 1.71354 0.34703 -3.47475  0.259
C 3.42670 1.33169 -2.39296  -0.458
C 3.15694 0.16482 -1.10612  0.720
O 3.06275 0.44866 -0.00183  -0.575
N 3.80023 -0.96908 -1.46164  -0.617
H 3.79639 -1.26815 -2.46783  0.376
C 3.56468 -2.15412 -0.74515  -0.258
H 4.53806 -2.66498 -0.50311  0.203
C 2.58203 -3.04055 -1.17307  -0.471
H 2.93215 -3.77570 -1.88154  0.215
H 1.57264 -2.55321 -1.40090  0.243
C 1.76943 -3.85521 -0.05626  -0.179
N 0.82408 -4.58502 -0.11026  -0.400
C 0.59318 -5.92268 -0.54283  0.631
O 1.53528 -6.84020 -0.37344  -0.629
C -0.71654 -6.10153 -0.82852  -0.546
H -0.73037 -7.08653 -1.58476  0.264
C -1.34672 -4.90268 -1.32137  -0.416
H -2.35252 -4.73451 -1.09767  0.218
H -1.36710 -4.75963 -2.42268  0.222
C -0.59404 -3.68787 -0.48247  -0.237
H -0.35529 -2.78358 -1.00663  0.225
H -0.93336 -3.46077 0.49731  0.191
H -1.45395 -6.67078 -0.10904  0.277
H 1.68112 -3.35600 0.92707  0.189
H 2.50979 -4.64970 0.41388  0.205
H 3.29243 -1.72426 0.34551  0.215
H 3.32813 2.34258 -1.86161  0.226
H 4.15869 1.09011 -2.98300  0.208
H -0.38513 4.59035 0.48240  0.233
C -2.11999 5.62499 2.90754  -0.581
H -1.09874 5.84655 2.82412  0.237
H -2.71697 5.99822 3.48307  0.196
H -2.44839 6.13053 1.81321  0.191
H -4.64244 4.70039 4.46361  0.233
H -4.78311 2.96751 4.56097  0.248
H -3.51038 4.01943 5.39946  0.237

- 2S+1 = 1
- maximum force (eV/A) = 18.36
- Kohn-Sham gap (eV) = 7.36
- E_tot (hartree) = -1455.7456
- charge = 0
- relative energy (zero: lowest compared OMol25 entry of this formula, charge and spin) (kcal/mol) = 449.7
- LUMO (Ha) = -0.0153
- highest occupied orbital energy (eV) = -7.773